# C32H53ClEuN4O2S2Si2

A structure of composition C32H53ClEuN4O2S2Si2 at a distorted geometry (ωB97M-V with the def2-TZVPD basis set, the Open Molecules 2025 dataset).

```
97
C32H53ClEuN4O2S2Si2 (ωB97M-V with the def2-TZVPD basis set)
Eu 1.581 1.185 -0.330
S -0.108 1.271 2.221
C -0.070 -0.329 2.748
N -1.174 -0.866 3.343
C -1.293 -2.146 3.760
C -0.254 -3.000 3.614
C 0.937 -2.504 3.046
C 1.027 -1.209 2.637
H -1.938 -0.218 3.488
H -2.235 -2.420 4.212
H -0.350 -4.022 3.947
H 1.794 -3.156 2.929
H 1.934 -0.822 2.197
C 0.202 -4.537 -2.851
C -1.125 -4.014 -2.311
C -0.945 -3.059 -1.134
S -0.246 -1.478 -1.661
O 0.353 -0.910 -0.383
C -1.745 -0.528 -1.970
C -2.126 -0.497 -3.446
C -3.096 0.644 -3.731
H 0.045 -5.194 -3.707
H 0.732 -5.105 -2.084
H 0.854 -3.724 -3.171
H -1.748 -4.847 -1.980
H -1.686 -3.518 -3.108
H -0.209 -3.432 -0.418
H -1.877 -2.858 -0.603
H -1.435 0.467 -1.646
H -2.547 -0.889 -1.323
H -2.574 -1.449 -3.742
H -1.220 -0.368 -4.043
H -4.023 0.528 -3.166
H -3.349 0.687 -4.790
H -2.649 1.601 -3.454
Cl 2.247 2.683 -2.647
C 0.815 1.403 -2.717
H 1.111 0.749 -3.543
H -0.036 2.002 -3.057
C 3.847 -1.408 -1.939
Si 4.573 -0.898 -0.267
C 6.428 -1.200 -0.360
C 3.905 -2.164 0.965
C 4.035 0.810 0.061
Si 4.653 1.775 1.474
C 6.497 2.141 1.503
C 4.201 1.009 3.135
C 3.760 3.447 1.417
H 4.038 -2.458 -2.186
H 4.259 -0.794 -2.744
H 2.760 -1.266 -1.944
H 6.656 -2.235 -0.633
H 6.901 -0.997 0.605
H 6.894 -0.543 -1.099
H 4.398 -3.131 0.820
H 2.834 -2.309 0.805
H 4.068 -1.861 2.004
H 4.367 1.365 -0.839
H 7.076 1.231 1.678
H 6.755 2.860 2.287
H 6.817 2.555 0.543
H 4.720 0.060 3.303
H 3.125 0.830 3.195
H 4.466 1.677 3.960
H 3.828 3.870 0.410
H 4.159 4.186 2.118
H 2.700 3.316 1.672
C -5.784 -3.442 1.009
C -5.336 -2.017 0.855
C -4.210 -1.534 1.530
C -3.813 -0.199 1.405
C -4.532 0.691 0.589
N -4.007 1.980 0.465
C -4.546 3.059 -0.196
O -5.657 3.096 -0.683
N -3.716 4.166 -0.212
C -2.311 4.256 -0.239
C -1.728 5.523 -0.207
C -0.346 5.630 -0.207
C 0.421 4.477 -0.234
N -0.131 3.261 -0.272
C -1.464 3.161 -0.284
C -5.672 0.228 -0.086
C -6.052 -1.115 0.056
H -4.937 -4.105 1.196
H -6.300 -3.794 0.116
H -6.475 -3.550 1.849
H -3.629 -2.205 2.152
H -2.922 0.157 1.911
H -3.196 2.170 1.034
H -4.212 4.987 -0.522
H -2.355 6.406 -0.164
H 0.134 6.599 -0.176
H 1.502 4.528 -0.247
H -1.845 2.151 -0.325
H -6.243 0.901 -0.706
H -6.929 -1.462 -0.477
```

Calculated values
2S+1: 8
Gap between HOMO and LUMO (spin up / spin down), eV: 5.43 / 6.19
Strongest force on any atom, eV/A: 1.11
LUMO (spin up / spin down), eV: -0.3333 / -0.3306

These are the Mulliken partial charges, in e, on atoms 1 to 2:
1 Eu 0.655
2 S -0.396

=====

# C22H21N2O2S4W

A structure of composition C22H21N2O2S4W at a distorted geometry (ωB97M-V with the def2-TZVPD basis set, the Open Molecules 2025 dataset).

```
52
C22H21N2O2S4W (ωB97M-V with the def2-TZVPD basis set)
W -12.912 6.754 -11.293
C -14.624 7.339 -13.993
N -14.683 6.598 -12.739
C -15.880 7.116 -11.976
C -14.923 5.164 -12.988
C -12.801 3.918 -12.482
C -12.371 2.559 -12.618
C -11.565 2.031 -11.622
C -11.108 2.814 -10.594
C -11.382 4.137 -10.559
C -12.301 4.740 -11.469
H -15.599 7.221 -14.574
H -13.817 6.831 -14.644
H -14.426 8.403 -13.852
H -16.773 7.089 -12.621
H -15.678 8.088 -11.652
H -16.084 6.481 -11.107
H -15.688 5.002 -13.785
H -15.307 4.745 -12.059
H -12.752 1.904 -13.407
H -11.154 0.978 -11.678
H -10.436 2.356 -9.884
H -10.901 4.777 -9.817
O -14.678 4.677 -15.866
S -13.683 3.954 -15.006
N -13.725 4.484 -13.409
O -13.869 6.562 -9.623
C -13.162 7.410 -8.688
C -14.171 8.422 -8.227
C -13.848 9.440 -7.393
C -14.930 10.111 -6.836
C -16.116 9.509 -7.274
S -15.837 8.230 -8.372
C -12.116 8.045 -9.623
C -10.969 7.483 -10.263
C -10.863 7.799 -11.631
C -11.963 8.601 -12.051
S -12.890 9.323 -10.639
C -12.615 6.635 -7.525
C -13.478 6.083 -6.620
C -12.806 5.481 -5.544
C -11.487 5.551 -5.656
S -10.955 6.308 -7.081
H -12.808 9.566 -7.055
H -14.870 10.949 -6.172
H -17.159 9.846 -7.272
H -10.359 6.813 -9.733
H -10.012 7.354 -12.225
H -12.164 8.933 -13.043
H -14.551 6.157 -6.687
H -13.247 4.994 -4.728
H -10.772 5.100 -4.954
```

Calculated values
ΔE to the lowest compared entry with this formula, charge and spin, kJ/mol: 420.1
2S+1: 3
Gap between HOMO and LUMO (spin up / spin down), eV: 3.00 / 3.37
Strongest force on any atom, eV/A: 3.21
LUMO (spin up / spin down), eV: -6.3398 / -6.2706
Net charge: +1

These are the natural (NBO) partial charges, in e, on atoms 1 to 2:
1 W 1.295
2 C -0.420

=====

# C6H10N2O

A structure of composition C6H10N2O at a distorted geometry (ωB97M-V with the def2-TZVPD basis set, the Open Molecules 2025 dataset).

```
19
C6H10N2O (ωB97M-V with the def2-TZVPD basis set)
C -1.741 0.056 1.139
C 1.720 0.729 -0.869
C 0.121 -1.690 -0.037
C -0.456 0.073 0.428
C 0.433 0.765 -0.157
N -0.312 -2.095 -1.257
C -0.067 2.574 0.242
N 0.719 -2.470 0.755
O 0.658 3.451 -0.134
H -0.158 -3.056 -1.533
H -0.732 -1.432 -1.883
H 0.954 -2.076 1.659
H -1.021 2.834 0.776
H -1.674 0.612 2.076
H -2.546 0.483 0.542
H -2.037 -0.956 1.418
H 1.568 0.495 -1.923
H 2.184 1.715 -0.812
H 2.388 -0.011 -0.430
```

Calculated values
ΔE to the lowest compared entry with this formula, charge and spin, kJ/mol: 375.0
Gap between HOMO and LUMO, eV: 8.69
Strongest force on any atom, eV/A: 7.47
LUMO, eV: 0.7217

These are the natural (NBO) partial charges, in e, on atoms 1 to 2:
1 C -0.678
2 C -0.681